Below is an isolated ion of composition C7H10O4P and charge -1, with properties calculated with ωB97M-V/def2-TZVPD.

Energy above the lowest of the compared OMol25 structures with the same formula, charge and spin: 0.0 kJ/mol
Kohn-Sham gap: 8.390 eV
Structure (SMILES): COC1=C[P@](C)(=O)C[C@H]1C(=O)[O-]
HOMO: -4.789 eV
Strongest force on any atom: 5.9 eV Å⁻¹

```
! RIJCOSX wB97M-V def2-TZVPD def2/J DEFGRID3
* xyz -1 1
C -0.58525 0.45480 1.66396
C 0.25843 1.01125 0.48633
C -0.13107 0.08584 -1.85959
C 0.74720 -1.38434 0.16119
C 0.72772 0.04475 -0.53602
C 1.51865 2.74618 -0.63737
C -2.14968 -1.91152 0.68068
O -1.01643 -0.71503 -2.07561
O 0.31202 0.86601 -2.70096
O -0.00850 -2.06375 2.66764
O 0.64771 2.29045 0.41059
P -0.53259 -1.34395 1.49721
H -1.21652 1.09261 2.28706
H 0.46121 -2.17485 -0.59128
H 1.61696 -1.59127 0.72474
H 1.87483 0.09202 -0.75226
H 2.59277 2.52708 -0.42348
H 1.39647 3.81046 -0.71688
H 1.20650 2.07590 -1.64867
H -2.12131 -2.76399 -0.04888
H -3.12492 -2.10027 1.34683
H -2.47418 -1.04838 0.06477
*
```


Below is C4H10N2S as an isolated structure, with properties calculated with ωB97M-V/def2-TZVPD.

Energy above the lowest of the compared OMol25 structures with the same formula, charge and spin: 300.2 kJ/mol
Kohn-Sham gap: 8.172 eV
HOMO: -8.136 eV
Strongest force on any atom: 4.1 eV Å⁻¹

```
! RIJCOSX wB97M-V def2-TZVPD def2/J DEFGRID3
* xyz 0 1
C -1.89981 -1.38885 -0.69493
C -1.19500 -0.26173 0.04006
C -0.20593 -0.58518 1.10806
C 1.21531 -0.99481 0.70753
H -2.94179 -1.87606 -0.14831
H -2.26676 -0.97093 -1.70245
H -1.11319 -2.17608 -0.89230
H -0.57858 -1.37584 1.73492
H -0.25808 0.32255 1.68100
H 1.41886 -2.04852 0.21733
H 1.79077 -0.99080 1.61516
H 1.44403 -0.56567 -1.93606
H -1.12816 2.88330 0.01718
H 0.29045 1.76688 0.16438
N -1.50205 0.99574 -0.23782
N -0.75663 1.97646 0.32558
S 1.97911 0.22558 -0.52059
*
```


Below is a 2-piece molecular cluster, C2H9NOS2 overall, with properties calculated with ωB97M-V/def2-TZVPD.

Energy above the lowest of the compared OMol25 structures with the same formula, charge and spin: 38.4 kJ/mol
Kohn-Sham gap: 9.715 eV
Structure (SMILES): CSS.NCO
HOMO: -9.057 eV
Strongest force on any atom: 1.5 eV Å⁻¹

```
! RIJCOSX wB97M-V def2-TZVPD def2/J DEFGRID3
* xyz 0 1
C 0.37978 0.89184 4.28992
S 0.83673 2.08120 2.98188
S -0.73876 1.87837 1.69419
H 1.20695 0.99460 4.99791
H 0.31101 -0.11533 3.90931
H -0.50624 1.23725 4.75778
H -0.21053 0.97416 0.85023
N -0.29018 -1.33037 -3.84562
C -0.23571 -0.60452 -2.59213
O 0.42587 -1.39908 -1.62705
H -0.86801 -0.83165 -4.50884
H 0.63145 -1.43546 -4.19833
H 0.29164 0.34348 -2.66741
H -1.26369 -0.40947 -2.28074
H 0.02968 -2.27501 -1.76111
*
```


Below is a 12-piece molecular cluster, C9H39N2O14 overall, with properties calculated with ωB97M-V/def2-TZVPD.

Kohn-Sham gap (spin up / spin down): 1.876 / 8.092 eV
HOMO (spin up / spin down): 2.530 / -3.724 eV
<S²>: 0.751
Strongest force on any atom: 3.9 eV Å⁻¹

```
! RIJCOSX wB97M-V def2-TZVPD def2/J DEFGRID3
* xyz -2 2
N 0.22973 -2.59261 -0.97492
O -0.84873 -2.06901 -0.87659
O 0.57235 -2.96862 -2.08154
O 1.00223 -2.59457 -0.05929
C 0.38730 3.54235 -1.24492
C 0.43438 2.47553 -0.17070
C 1.69086 2.66532 0.77207
C 1.49695 3.90711 1.74874
C 0.29553 3.63473 2.65110
C -1.01647 3.31072 1.90355
N -0.80485 2.44880 0.70678
O -1.98554 2.23176 -0.10624
C -1.96829 2.58722 2.83112
C -1.63056 4.68897 1.47073
C 0.54046 1.12503 -0.89884
H 0.00281 4.51124 -0.92633
H -0.25964 3.38929 -2.10871
H 1.37054 3.71306 -1.68334
H 1.93937 1.73377 1.28055
H 2.56861 2.93511 0.18484
H 1.31674 4.78630 1.13014
H 2.43857 3.97912 2.29304
H 0.15712 4.55401 3.22019
H 0.52024 2.82272 3.34266
H -2.73990 2.12458 2.21576
H -1.47386 1.92817 3.54478
H -2.60749 3.30521 3.34496
H -0.91043 5.25877 0.88351
H -2.48039 4.65782 0.78888
H -1.75569 5.37727 2.30661
H -0.39243 0.83599 -1.38286
H 0.92246 0.36568 -0.21652
H 1.26647 1.20990 -1.70742
H -2.09322 3.10648 -0.48686
O 3.63377 -1.58407 -1.80427
H 4.10261 -1.38715 -0.99331
H 2.90453 -2.14053 -1.53081
O -1.74503 -0.41935 1.16473
H -1.63222 -0.91669 0.35468
H -1.63571 0.49467 0.90236
O -2.61561 -1.09926 -2.98526
H -1.68272 -1.06687 -3.19716
H -2.65274 -1.52799 -2.13024
O -3.11554 -4.23684 -1.34945
H -2.26206 -4.15921 -0.92308
H -2.91842 -4.21947 -2.28597
O -1.86666 -3.34079 1.95668
H -1.26577 -2.75574 1.49528
H -2.64453 -3.37364 1.39983
O 3.52107 -4.10464 0.70249
H 4.07454 -3.34114 0.86671
H 2.64423 -3.74248 0.57509
O 0.24805 -0.88922 -4.49240
H 1.05517 -0.99643 -4.99567
H 0.30063 -1.55760 -3.80922
O 1.50935 -5.31952 -3.67189
H 2.34669 -5.49501 -3.24260
H 1.18348 -4.52609 -3.24702
O 1.47545 -1.74249 2.61989
H 0.87118 -1.27849 3.19935
H 1.01411 -1.79289 1.78271
O -0.34263 -5.56902 0.26548
H -0.75747 -4.82849 0.70794
H 0.06703 -6.07080 0.97019
*
```


Below is C26H29AsBKN9OS as an isolated structure, with properties calculated with ωB97M-V/def2-TZVPD.

Energy above the lowest of the compared OMol25 structures with the same formula, charge and spin: 0.0 kJ/mol
Kohn-Sham gap: 6.804 eV
HOMO: -4.381 eV
Strongest force on any atom: 1.5 eV Å⁻¹

```
! RIJCOSX wB97M-V def2-TZVPD def2/J DEFGRID3
* xyz -1 1
K -1.01596 0.30594 -0.33685
C -0.96202 0.43810 4.49463
C -1.22222 -0.10644 3.22748
N -0.53478 0.51462 2.28212
N 0.19680 1.46900 2.92218
C -0.05689 1.44531 4.25073
B 1.05464 2.38279 2.00266
N 2.01672 1.50017 1.12954
C 3.30853 1.22224 1.42038
C 3.78872 0.34745 0.47382
C 2.69193 0.14920 -0.38320
N 1.62390 0.82006 0.02341
N 0.12973 3.29831 1.13165
C -0.16197 4.60314 1.34470
C -1.10892 4.99068 0.42625
C -1.35137 3.82442 -0.32204
N -0.61566 2.81161 0.11037
N 1.99419 3.35792 2.77108
C 2.82298 4.22715 2.14881
C 3.52497 4.91911 3.10463
C 3.04687 4.38645 4.31787
N 2.12890 3.45578 4.11775
H -1.37130 0.14502 5.44667
H -1.88387 -0.91583 2.95297
H 0.43548 2.13708 4.90684
H 3.78682 1.66166 2.28125
H 4.77875 -0.07252 0.40832
H 2.62732 -0.46468 -1.27023
H 0.31619 5.15526 2.13754
H -1.55901 5.96365 0.31936
H -2.03496 3.67418 -1.14760
H 2.84778 4.28008 1.07165
H 4.26700 5.68458 2.95076
H 3.32846 4.64220 5.32918
O -1.72341 -0.14287 -2.49024
N -2.56114 0.85887 -2.68076
C -2.21053 1.78466 -3.61714
C -2.99310 2.86227 -3.90984
C -4.19167 3.01499 -3.20114
C -4.53065 2.09466 -2.25028
C -3.73695 0.95683 -1.94191
S -4.15847 -0.19472 -0.75207
H -1.26165 1.57116 -4.08389
H -2.66640 3.56591 -4.66186
H -4.84212 3.85898 -3.39471
H -5.43975 2.19626 -1.67433
C -1.03864 -4.53566 0.84598
As -1.02697 -2.79297 -0.02856
C -2.17406 -3.29844 -1.53293
C 0.73324 -2.87924 -0.95665
C 1.06303 -4.18004 -1.61749
C 1.74763 -5.17736 -0.92344
C 2.01848 -6.40425 -1.51531
C 1.60654 -6.65719 -2.81745
C 0.93142 -5.66859 -3.52220
C 0.66285 -4.44249 -2.92739
H -0.81291 -5.33219 0.13752
H -2.04042 -4.67844 1.25026
H -0.32270 -4.55758 1.66751
H -1.87687 -4.26540 -1.94001
H -2.15238 -2.51073 -2.28655
H -3.19518 -3.34144 -1.15533
H 1.47799 -2.60134 -0.21114
H 0.69863 -2.07090 -1.69106
H 2.07040 -4.98459 0.09394
H 2.55161 -7.16318 -0.95525
H 1.81273 -7.61450 -3.27983
H 0.60962 -5.84965 -4.54059
H 0.13402 -3.67444 -3.48055
*
```


Below is C35H36BrCoN11O2Si as an isolated structure, with properties calculated with ωB97M-V/def2-TZVPD.

Energy above the lowest of the compared OMol25 structures with the same formula, charge and spin: 339.8 kJ/mol
Kohn-Sham gap (spin up / spin down): 6.966 / 6.236 eV
HOMO (spin up / spin down): -9.964 / -11.063 eV
<S²>: 6.145
Strongest force on any atom: 0.1 eV Å⁻¹

```
! RIJCOSX wB97M-V def2-TZVPD def2/J DEFGRID3
* xyz 1 5
Co -0.35586 0.44004 -0.09069
C -1.15834 0.45998 4.46633
C 0.15074 0.20365 3.78412
C 1.22921 -0.30844 4.53854
C 2.44365 -0.54284 3.92694
C 2.58668 -0.21062 2.59568
C 1.47588 0.30772 1.88808
N 0.25710 0.45186 2.49396
N 1.51696 0.66740 0.59708
Si 3.09489 0.99571 -0.22868
C 3.85422 -0.65766 -0.64377
C 4.11562 2.08366 0.89885
C 2.87226 1.99636 -1.78212
H -1.86083 -0.34535 4.25116
H -1.59898 1.39434 4.12068
H -1.03041 0.51506 5.54554
H 1.08407 -0.52314 5.58820
H 3.27104 -0.96389 4.48176
H 3.51928 -0.38469 2.08352
H 4.43365 -1.09546 0.16979
H 4.52044 -0.55081 -1.50253
H 3.06942 -1.36716 -0.91426
H 4.40213 1.63610 1.84873
H 3.56586 3.00316 1.11699
H 5.03175 2.37222 0.37858
H 2.55934 1.41548 -2.64815
H 3.86294 2.39960 -2.01256
H 2.20526 2.85040 -1.65580
N 0.80992 -1.45222 -2.69523
C 0.57252 -0.20678 -3.09526
N 0.85040 0.13729 -4.35267
C 0.54657 1.38936 -4.68717
N 0.75776 1.76290 -5.95229
N 0.04133 2.32938 -3.84814
C -0.14080 1.88999 -2.62445
N 0.06821 0.65806 -2.18050
C -0.60188 2.85722 -1.58549
C -0.88176 4.17726 -1.88914
C -1.26480 5.02828 -0.86436
C -1.34330 4.53407 0.42734
C -1.04665 3.20020 0.65021
N -0.69247 2.37654 -0.33512
H 1.17898 -2.10730 -3.36215
H 0.57892 -1.72828 -1.73921
H 1.03996 1.07080 -6.62409
H 0.51689 2.69360 -6.23982
H -0.78675 4.50688 -2.91329
H -1.49158 6.06557 -1.07057
H -1.62712 5.16655 1.25625
H -1.07967 2.76252 1.64009
C -4.23222 -1.40148 0.23921
C -2.93686 -0.77137 0.67304
N -2.25946 -0.03461 -0.40748
C -2.93731 0.33235 -1.44367
C -4.30760 0.01270 -1.68731
C -4.90906 -0.94294 -0.83012
C -5.07530 0.68359 -2.71513
C -4.74586 1.01988 -3.97367
C -3.61066 0.55671 -4.77978
C -3.44443 1.04885 -6.07076
C -2.44149 0.48699 -6.83883
N -1.66176 -0.49112 -6.38809
C -1.89512 -0.88539 -5.13932
N -2.81184 -0.40966 -4.30736
H -4.63444 -2.18086 0.87098
H -2.34121 0.70262 2.12347
H -2.42859 0.94469 -2.17490
H -5.88801 -1.33618 -1.07481
H -6.08307 0.94822 -2.40438
H -5.47168 1.60374 -4.52783
H -4.08858 1.82290 -6.46424
H -2.26545 0.82036 -7.85580
H -1.27344 -1.68885 -4.76183
Br -5.54895 -1.43381 4.84706
C -4.23739 -1.23033 3.47691
C -4.23394 -0.05886 2.80702
C -3.28796 0.33220 1.71726
C -2.02831 -1.83598 1.25404
C -2.33282 -2.52627 2.39606
C -3.35178 -2.33388 3.34170
C -0.80988 -2.32674 0.50363
O -0.58296 -3.51835 0.44526
O -0.02090 -1.42494 -0.00562
H -4.96866 0.68434 3.08790
H -3.74237 1.15249 1.15630
H -1.69529 -3.38515 2.57454
H -3.44937 -3.10588 4.09304
*
```


Q: What is the strongest force on any atom in the fifth record?
A: 1.5 eV Å⁻¹